No. 1
{
  "formula": "C3H2S2",
  "method": "wB97M-V/def2-TZVPD",
  "species": ["C", "C", "C", "S", "S", "H", "H"],
  "xyz": [[0.39, 0.73, -0.04], [1.16, 1.28, 0.82], [-0.08, -0.49, -0.70], [-0.63, 1.01, 1.66], [-1.14, -0.90, 0.83], [-0.54, -0.45, -1.63], [0.84, -1.19, -0.93]],
  "de_lowest_kj_mol": 271.69,
  "e_lumo_ha": -0.01758,
  "total_charge": 0,
  "homo_ha": -0.31331
}

=====

No. 2
{
  "formula": "C6H7O2S",
  "method": "wB97M-V/def2-TZVPD",
  "species": ["C", "C", "C", "C", "C", "C", "O", "O", "S", "H", "H", "H", "H", "H", "H", "H"],
  "xyz": [[1.53, 0.12, 0.01], [0.72, 1.13, -0.11], [4.07, 0.55, 0.10], [0.76, -1.10, 0.20], [-0.76, 0.88, -0.07], [-0.71, -0.67, 0.02], [4.20, 1.73, 0.34], [1.15, 2.45, -0.37], [4.74, -0.86, 0.06], [1.00, -1.85, -0.47], [1.06, -1.51, 1.29], [-1.12, 1.27, 0.80], [-1.17, 1.31, -0.99], [-1.32, -0.94, -0.91], [-1.33, -1.08, 0.96], [2.07, 2.69, -0.09]],
  "de_lowest_kj_mol": 319.56,
  "e_lumo_ha": 0.12597,
  "total_charge": -1,
  "homo_ha": -0.10917
}

=====

No. 3
{
  "formula": "C38H31AsN8Rh",
  "method": "wB97M-V/def2-TZVPD",
  "species": ["Rh", "C", "C", "C", "C", "C", "N", "C", "C", "C", "C", "C", "C", "C", "C", "N", "C", "N", "C", "N", "C", "N", "C", "N", "C", "N", "C", "C", "C", "C", "C", "C", "C", "C", "C", "C", "C", "C", "C", "C", "N", "H", "H", "H", "H", "H", "H", "H", "H", "H", "H", "H", "H", "H", "H", "H", "H", "C", "C", "As", "C", "C", "C", "C", "H", "H", "H", "H", "H", "H", "H", "H", "H", "H", "H", "H", "H", "H", "H"],
  "xyz": [[-0.88, -0.52, 0.50], [-3.96, 2.76, 5.27], [-4.71, 3.30, 4.21], [-4.44, 2.96, 2.89], [-3.40, 2.07, 2.66], [-2.86, 1.50, 1.44], [-3.29, 1.81, 0.23], [-2.86, 1.25, -0.88], [-3.27, 1.65, -2.22], [-4.14, 2.63, -2.66], [-4.31, 2.76, -4.03], [-3.64, 1.92, -4.93], [-2.78, 0.94, -4.49], [-2.60, 0.81, -3.12], [-1.79, -0.10, -2.32], [-1.11, -1.11, -2.81], [-0.42, -1.97, -2.08], [-0.07, -1.84, -0.76], [0.65, -2.94, -0.37], [1.19, -3.16, 0.82], [0.93, -2.45, 1.89], [0.00, -1.45, 2.02], [-0.01, -0.98, 3.31], [-0.78, -0.05, 3.82], [-1.68, 0.64, 3.13], [-1.83, 0.66, 1.77], [-2.65, 1.53, 3.72], [-2.92, 1.87, 5.04], [0.99, -1.73, 4.07], [1.40, -1.65, 5.39], [2.41, -2.51, 5.80], [2.99, -3.42, 4.91], [2.58, -3.50, 3.59], [1.57, -2.64, 3.18], [0.81, -3.82, -1.52], [1.41, -5.06, -1.65], [1.33, -5.67, -2.89], [0.66, -5.07, -3.96], [0.05, -3.83, -3.82], [0.14, -3.21, -2.58], [-1.96, 0.22, -1.00], [-4.20, 3.05, 6.28], [-5.51, 3.99, 4.43], [-5.02, 3.36, 2.08], [-4.67, 3.27, -1.96], [-4.98, 3.52, -4.42], [-3.80, 2.06, -5.99], [-2.26, 0.28, -5.18], [-2.34, 1.45, 5.85], [0.94, -0.95, 6.07], [2.75, -2.47, 6.82], [3.77, -4.07, 5.27], [3.02, -4.21, 2.90], [1.92, -5.53, -0.82], [1.78, -6.65, -3.03], [0.61, -5.59, -4.91], [-0.47, -3.36, -4.65], [-0.20, 3.54, -0.57], [0.57, 2.81, 0.53], [0.93, 0.94, 0.18], [1.56, 0.82, -1.65], [2.76, 1.73, -1.90], [2.47, 0.45, 1.29], [3.26, 1.63, 1.84], [-0.33, 4.58, -0.29], [-1.19, 3.12, -0.73], [0.33, 3.52, -1.52], [0.08, 2.87, 1.50], [1.56, 3.25, 0.64], [0.72, 1.05, -2.30], [1.81, -0.23, -1.81], [2.51, 2.78, -1.77], [3.11, 1.60, -2.92], [3.59, 1.49, -1.23], [3.09, -0.18, 0.64], [2.11, -0.18, 2.10], [3.66, 2.28, 1.06], [4.10, 1.25, 2.42], [2.65, 2.24, 2.51]],
  "e_lumo_ha": [-0.15300, -0.15303],
  "total_charge": 1,
  "homo_ha": [-0.33353, -0.33379]
}

=====

No. 4
{
  "formula": "C12H22F10O6S2Si",
  "method": "wB97M-V/def2-TZVPD",
  "species": ["F", "C", "F", "F", "C", "C", "Si", "C", "F", "F", "C", "F", "F", "C", "F", "F", "F", "H", "H", "H", "H", "H", "H", "C", "C", "O", "S", "C", "O", "O", "H", "H", "H", "H", "H", "H", "H", "H", "C", "C", "O", "S", "C", "O", "O", "H", "H", "H", "H", "H", "H", "H", "H"],
  "xyz": [[1.06, 0.58, 0.32], [0.74, 1.75, -0.27], [1.43, 2.72, 0.38], [1.23, 1.69, -1.53], [-0.75, 2.00, -0.23], [-1.24, 2.91, -1.37], [-2.52, 4.20, -0.92], [-3.95, 3.58, 0.23], [-5.07, 4.31, -0.03], [-3.61, 3.83, 1.53], [-4.37, 2.10, 0.20], [-5.55, 1.98, 0.86], [-3.45, 1.35, 0.83], [-4.59, 1.51, -1.22], [-5.08, 2.44, -2.05], [-5.46, 0.48, -1.15], [-3.43, 1.05, -1.72], [-0.99, 2.40, 0.75], [-1.21, 1.02, -0.34], [-1.56, 2.35, -2.23], [-0.39, 3.49, -1.73], [-1.88, 5.32, -0.21], [-3.13, 4.76, -2.15], [4.88, 0.71, -0.46], [4.60, 0.45, 1.01], [5.20, -0.78, 1.47], [6.76, -0.77, 1.77], [6.82, -2.29, 2.66], [7.05, 0.32, 2.65], [7.48, -0.92, 0.55], [5.93, 0.92, -0.63], [4.30, 1.57, -0.80], [4.61, -0.16, -1.06], [4.93, 1.27, 1.63], [3.53, 0.32, 1.17], [6.24, -2.18, 3.57], [7.87, -2.48, 2.90], [6.43, -3.08, 2.03], [-1.15, -5.21, -1.24], [-2.05, -4.09, -1.75], [-2.83, -3.49, -0.70], [-2.09, -2.45, 0.26], [-3.53, -1.75, 0.99], [-1.44, -1.47, -0.55], [-1.35, -3.17, 1.25], [-0.36, -4.82, -0.60], [-0.69, -5.72, -2.09], [-1.73, -5.93, -0.66], [-1.47, -3.32, -2.27], [-2.78, -4.49, -2.45], [-4.10, -1.25, 0.21], [-3.19, -1.04, 1.74], [-4.12, -2.54, 1.45]],
  "e_lumo_ha": 0.02012,
  "smiles": "FC(F)(F)CC[SiH2]C(F)(F)C(F)(F)C(F)(F)F.CCOS(C)(=O)=O.CCOS(C)(=O)=O",
  "total_charge": 0,
  "homo_ha": -0.39158
}

=====

No. 5
{
  "formula": "C21H24N4O3S",
  "method": "wB97M-V/def2-TZVPD",
  "species": ["C", "C", "N", "N", "C", "C", "O", "N", "C", "C", "C", "C", "C", "C", "S", "N", "C", "C", "O", "C", "C", "C", "C", "C", "C", "C", "C", "C", "O", "H", "H", "H", "H", "H", "H", "H", "H", "H", "H", "H", "H", "H", "H", "H", "H", "H", "H", "H", "H", "H", "H", "H", "H"],
  "xyz": [[-3.06, -3.33, 1.57], [-2.75, -2.77, 0.18], [-2.99, -1.34, 0.13], [-1.95, -0.57, 0.39], [-2.03, 0.72, 0.37], [-0.74, 1.43, 0.58], [-0.51, 2.56, 0.19], [0.17, 0.68, 1.25], [1.58, 0.96, 1.18], [2.31, -0.22, 0.46], [1.54, -0.62, -0.76], [1.04, -1.86, -1.02], [0.28, -1.92, -2.21], [0.21, -0.72, -2.84], [1.07, 0.51, -2.00], [3.72, 0.00, 0.18], [4.06, 1.21, -0.55], [5.51, 1.08, -1.02], [6.39, 0.92, 0.07], [6.03, -0.21, 0.82], [4.59, -0.12, 1.33], [-3.27, 1.40, 0.07], [-3.42, 2.79, 0.04], [-4.65, 3.34, -0.24], [-5.76, 2.53, -0.49], [-5.63, 1.16, -0.46], [-4.39, 0.58, -0.18], [-4.27, -0.88, -0.16], [-5.17, -1.66, -0.38], [-4.11, -3.18, 1.80], [-2.46, -2.83, 2.32], [-2.85, -4.39, 1.59], [-3.39, -3.24, -0.56], [-1.70, -2.92, -0.07], [-0.11, -0.27, 1.44], [1.69, 1.88, 0.61], [2.00, 1.10, 2.18], [2.27, -1.08, 1.14], [1.21, -2.70, -0.38], [-0.19, -2.81, -2.58], [-0.29, -0.47, -3.76], [3.40, 1.31, -1.42], [3.98, 2.11, 0.08], [5.83, 1.98, -1.55], [5.59, 0.21, -1.70], [6.74, -0.25, 1.66], [6.14, -1.12, 0.21], [4.35, -1.03, 1.88], [4.51, 0.74, 2.01], [-2.56, 3.41, 0.23], [-4.76, 4.41, -0.26], [-6.72, 2.98, -0.70], [-6.47, 0.50, -0.65]],
  "de_lowest_kj_mol": 147.73,
  "e_lumo_ha": 0.00294,
  "smiles": "CCn1nc(C(=O)NC[C@@H](c2cccs2)N2CCOCC2)c2ccccc2c1=O",
  "total_charge": 0,
  "homo_ha": -0.31471
}

=====

No. 6
{
  "formula": "C29H20MgN5O4S2",
  "method": "wB97M-V/def2-TZVPD",
  "species": ["Mg", "C", "C", "C", "C", "C", "C", "C", "S", "O", "O", "N", "C", "C", "C", "C", "C", "C", "C", "C", "N", "C", "H", "H", "H", "H", "H", "H", "H", "H", "H", "H", "H", "H", "H", "C", "C", "O", "S", "C", "C", "C", "C", "C", "C", "C", "C", "H", "H", "H", "H", "H", "H", "H", "O", "N", "C", "C", "N", "C", "N"],
  "xyz": [[0.67, 0.54, -0.49], [5.66, -5.45, -2.99], [5.06, -4.13, -2.56], [3.70, -4.02, -2.30], [3.15, -2.80, -1.91], [3.97, -1.69, -1.79], [5.32, -1.78, -2.05], [5.86, -3.00, -2.44], [3.25, -0.15, -1.28], [2.12, 0.08, -2.18], [4.32, 0.81, -1.26], [2.52, -0.38, 0.09], [3.01, -0.13, 1.35], [4.31, -0.27, 1.80], [4.63, -0.01, 3.14], [3.68, 0.37, 4.05], [2.34, 0.54, 3.63], [1.30, 0.95, 4.49], [0.04, 1.11, 3.99], [-0.19, 0.86, 2.62], [0.75, 0.47, 1.80], [2.01, 0.29, 2.29], [4.93, -6.25, -2.90], [6.52, -5.70, -2.37], [5.99, -5.40, -4.03], [3.06, -4.89, -2.39], [2.09, -2.71, -1.71], [5.94, -0.90, -1.96], [6.93, -3.07, -2.64], [5.08, -0.57, 1.11], [5.66, -0.12, 3.46], [3.94, 0.57, 5.09], [1.52, 1.15, 5.53], [-0.78, 1.44, 4.61], [-1.18, 0.99, 2.19], [-8.13, 1.28, 1.24], [-9.12, 0.99, 0.14], [-10.31, 0.99, 0.31], [-8.54, 0.61, -1.51], [-6.77, 0.45, -1.34], [-5.95, 1.55, -1.57], [-4.58, 1.43, -1.43], [-4.00, 0.20, -1.07], [-4.84, -0.89, -0.85], [-6.21, -0.77, -0.99], [-2.58, 0.10, -0.92], [-1.37, 0.03, -0.82], [-8.58, 2.02, 1.90], [-7.16, 1.61, 0.88], [-8.00, 0.36, 1.82], [-6.39, 2.50, -1.84], [-3.93, 2.28, -1.60], [-4.40, -1.84, -0.58], [-6.86, -1.63, -0.83], [1.01, 2.53, -0.28], [0.13, 3.21, -0.92], [0.00, 4.46, -0.56], [0.77, 5.06, 0.49], [1.37, 5.56, 1.34], [-0.98, 5.26, -1.23], [-1.77, 5.92, -1.75]],
  "de_lowest_kj_mol": 9.43,
  "e_lumo_ha": 0.08024,
  "total_charge": -1,
  "homo_ha": -0.21580
}